Entry 1:
This record from the Open Molecules 2025 dataset describes an isolated molecule of C27H35N3O6S2. The level of theory is ωB97M-V with the def2-TZVPD basis set.

Calculated values
- 2S+1: 1
- ΔE to the lowest compared entry with this formula, charge and spin: 0.4 kcal per mole
- SMILES string: CC1(C)C[C@@H]2C[C@@](C)(CN2S(=O)(=O)c2ccc(C(=O)Nc3cccc(S(=O)(=O)N4CCOCC4)c3)cc2)C1

```
73
Properties=species:S:1:pos:R:3:forces:R:3
C -6.359 0.058 1.130 0.26 0.00 -0.05
H -6.951 0.473 0.317 -0.06 0.05 -0.10
H -6.534 0.657 2.020 -0.05 0.07 0.14
H -6.708 -0.954 1.325 -0.08 -0.14 0.04
C -4.863 0.048 0.779 -0.28 -0.03 0.10
C -4.125 -0.557 1.979 -0.04 0.08 -0.17
H -3.048 -0.516 1.868 0.05 -0.14 0.07
H -4.419 -1.595 2.123 -0.02 -0.12 0.02
H -4.380 -0.007 2.883 0.00 0.07 0.11
C -4.409 1.508 0.562 0.10 -0.03 -0.07
H -4.082 1.929 1.512 -0.14 0.06 0.02
H -5.250 2.106 0.202 -0.02 0.06 -0.01
C -3.279 1.671 -0.456 -0.61 0.96 0.11
N -2.090 0.896 -0.127 0.55 0.10 0.94
S -1.156 1.214 1.178 0.36 0.22 -0.49
O -0.841 0.001 1.885 -0.09 0.05 -0.23
O -1.719 2.310 1.911 -0.12 0.06 -0.22
C 0.401 1.790 0.483 -0.48 -0.21 0.13
C 1.470 1.868 1.356 0.08 -0.01 0.17
C 2.694 2.325 0.907 -0.16 0.07 -0.10
C 2.845 2.696 -0.427 -0.43 0.13 0.03
C 1.756 2.636 -1.291 0.24 0.02 0.10
C 0.531 2.176 -0.836 -0.10 0.02 -0.08
H -0.322 2.124 -1.495 -0.08 -0.02 -0.12
H 1.881 2.958 -2.314 -0.01 0.04 -0.08
C 4.128 3.279 -0.923 0.09 0.06 0.04
O 4.162 4.270 -1.620 -0.14 0.06 -0.13
N 5.287 2.695 -0.488 0.45 0.36 -0.05
C 5.476 1.439 0.090 -0.01 -0.73 0.09
C 4.674 0.353 -0.253 0.27 0.22 -0.07
C 4.883 -0.865 0.358 -0.17 -0.38 0.00
C 5.886 -1.049 1.287 -0.04 -0.21 0.04
C 6.713 0.020 1.599 -0.03 -0.01 -0.10
C 6.513 1.252 1.006 -0.13 0.02 -0.06
H 7.156 2.084 1.252 0.03 0.11 0.06
H 7.515 -0.108 2.309 0.06 -0.02 0.06
H 6.010 -2.021 1.737 0.06 -0.10 0.11
S 3.829 -2.223 -0.153 0.17 0.48 0.10
O 4.055 -2.434 -1.556 -0.17 0.24 -0.04
O 4.032 -3.322 0.747 -0.09 0.22 0.21
N 2.320 -1.525 0.060 1.00 -0.47 -0.21
C 1.571 -1.989 1.215 -0.29 -0.36 0.46
H 2.281 -2.165 2.020 -0.18 0.01 0.18
C 0.817 -3.280 0.885 0.20 0.08 0.27
H 0.151 -3.554 1.703 0.10 -0.02 0.02
O -0.008 -3.113 -0.251 -0.24 0.07 0.02
C 0.749 -2.736 -1.377 0.16 0.24 -0.19
H 0.042 -2.638 -2.203 0.10 0.00 -0.04
C 1.497 -1.424 -1.128 -0.29 -0.25 -0.56
H 2.151 -1.204 -1.972 -0.23 0.11 -0.10
H 0.793 -0.600 -0.969 0.10 -0.07 -0.03
H 1.489 -3.516 -1.615 -0.11 0.03 -0.05
H 1.544 -4.085 0.705 -0.12 0.03 0.05
H 0.859 -1.209 1.502 0.23 -0.12 -0.05
H 3.898 0.443 -0.994 -0.08 0.10 -0.11
H 6.121 3.238 -0.678 -0.21 -0.03 -0.06
H 3.522 2.412 1.594 0.07 -0.04 0.06
H 1.321 1.573 2.383 0.11 -0.02 0.18
C -2.171 -0.426 -0.722 0.29 -0.66 -0.25
H -2.055 -1.211 0.025 -0.01 -0.07 -0.08
H -1.367 -0.540 -1.461 -0.06 -0.11 0.00
C -3.535 -0.438 -1.428 -0.02 -0.05 -0.20
C -3.528 -1.358 -2.643 0.05 0.18 0.27
H -3.325 -2.382 -2.338 0.00 -0.18 -0.02
H -4.493 -1.332 -3.145 -0.10 -0.03 -0.06
H -2.764 -1.052 -3.354 0.10 0.02 -0.11
C -3.696 1.045 -1.782 0.28 -0.09 0.24
H -4.713 1.306 -2.064 -0.08 0.04 -0.01
H -3.016 1.331 -2.586 0.06 0.01 -0.07
C -4.678 -0.828 -0.483 0.12 0.15 0.04
H -4.541 -1.865 -0.172 -0.06 -0.11 0.00
H -5.599 -0.788 -1.070 -0.02 -0.04 -0.07
H -2.999 2.726 -0.525 -0.13 -0.05 -0.09
```
Forces are in eV/Å.

Mulliken atomic charge list, values in e, 2 entries: number 1, C, carries -2.1300; number 2, H, carries 0.5292



Entry 2:
This record from the Open Molecules 2025 dataset describes an isolated molecule of C27H35N5O3S. The level of theory is ωB97M-V with the def2-TZVPD basis set.

Calculated values
- 2S+1: 1
- ΔE to the lowest compared entry with this formula, charge and spin: 1.7 kcal per mole
- SMILES string: CCN(CC)CCNC(=O)c1cc(-c2cccnc2)nc2ccc(S(=O)(=O)N3CCC(C)CC3)cc12

```
71
Properties=species:S:1:pos:R:3:forces:R:3
C -0.749 -6.602 -1.718 0.13 0.31 0.09
H -1.651 -6.416 -2.295 -0.10 -0.04 -0.06
H -0.187 -7.397 -2.200 0.02 -0.12 -0.05
H -1.037 -6.942 -0.726 -0.07 -0.10 0.07
C 0.118 -5.340 -1.638 0.02 -0.21 -0.10
N -0.488 -4.183 -1.001 -0.08 0.10 0.04
C -0.625 -4.303 0.443 0.30 -0.01 0.06
H -0.972 -5.298 0.758 -0.04 0.07 0.01
C 0.712 -4.000 1.122 -0.08 -0.16 0.14
N 1.152 -2.693 0.694 -0.22 -0.15 -0.11
C 1.987 -1.923 1.413 -0.02 0.02 -0.30
O 2.509 -2.270 2.453 0.16 -0.03 0.24
C 2.219 -0.558 0.823 0.31 0.27 0.04
C 3.484 -0.150 0.493 -0.40 -0.14 0.07
C 3.686 1.157 -0.012 -0.52 -0.09 0.06
N 2.703 2.021 -0.140 0.47 0.22 -0.16
C 1.457 1.664 0.207 -0.35 -0.55 0.24
C 0.429 2.629 0.099 -0.28 -0.07 0.10
C -0.853 2.319 0.458 0.25 0.36 -0.12
C -1.147 1.031 0.922 -0.47 -0.39 0.09
C -0.187 0.071 1.045 -0.30 -0.05 0.09
C 1.145 0.359 0.688 0.17 0.40 -0.15
H -0.462 -0.898 1.430 0.02 -0.14 -0.01
S -2.810 0.627 1.448 0.09 0.12 -0.18
O -3.039 1.171 2.752 -0.07 0.26 0.03
O -2.995 -0.791 1.269 0.04 0.13 -0.10
N -3.726 1.509 0.359 0.73 -0.41 0.64
C -3.738 0.933 -0.967 0.19 -0.16 -0.64
C -4.290 1.952 -1.960 -0.18 -0.26 0.25
H -3.626 2.819 -1.984 0.06 0.08 -0.06
H -4.313 1.509 -2.957 0.04 0.01 -0.04
C -5.692 2.402 -1.543 0.15 0.38 -0.10
C -6.240 3.454 -2.501 0.02 -0.30 0.16
H -5.601 4.335 -2.505 0.08 0.13 -0.01
H -7.240 3.758 -2.202 -0.12 0.08 -0.01
H -6.288 3.061 -3.514 -0.02 0.01 -0.14
C -5.632 2.935 -0.110 0.02 -0.46 -0.07
C -5.049 1.878 0.823 -0.39 0.34 0.53
H -4.933 2.256 1.839 -0.20 -0.01 -0.05
H -5.709 0.997 0.849 0.00 0.06 0.02
H -5.000 3.824 -0.081 0.02 0.11 0.02
H -6.629 3.209 0.235 -0.02 0.04 0.03
H -6.355 1.529 -1.561 0.01 -0.03 0.03
H -2.709 0.663 -1.216 -0.07 -0.09 -0.17
H -4.346 0.017 -0.983 0.07 0.02 -0.02
H -1.654 3.038 0.398 -0.02 0.16 -0.07
H 0.697 3.609 -0.262 0.01 0.09 -0.04
C 5.019 1.623 -0.406 0.57 0.25 -0.17
C 5.327 2.983 -0.359 0.05 -0.20 -0.02
C 6.590 3.402 -0.731 -0.04 -0.09 0.03
C 7.508 2.444 -1.138 -0.01 0.27 0.01
N 7.223 1.155 -1.211 0.46 -0.30 -0.20
C 6.016 0.757 -0.860 -0.46 0.08 0.20
H 5.833 -0.305 -0.967 -0.12 -0.10 0.05
H 8.516 2.715 -1.424 0.06 0.12 -0.01
H 6.861 4.446 -0.702 0.04 0.08 0.01
H 4.571 3.678 -0.025 -0.04 0.06 0.01
H 4.320 -0.816 0.639 0.07 -0.07 0.04
H 0.796 -2.408 -0.207 0.12 0.11 -0.04
H 1.462 -4.755 0.862 -0.08 0.02 0.11
H 0.608 -3.994 2.210 0.02 -0.07 -0.10
H -1.361 -3.571 0.779 -0.02 -0.03 0.04
C -1.687 -3.709 -1.674 0.00 0.32 -0.05
H -1.580 -3.945 -2.735 -0.06 -0.08 0.04
C -1.854 -2.197 -1.531 -0.05 -0.35 -0.01
H -0.936 -1.690 -1.825 0.10 0.06 -0.07
H -2.655 -1.862 -2.186 -0.13 0.12 -0.04
H -2.110 -1.911 -0.514 0.00 0.06 0.04
H -2.595 -4.210 -1.305 0.02 -0.06 -0.10
H 1.038 -5.574 -1.096 0.06 0.01 -0.10
H 0.402 -5.039 -2.651 0.08 -0.05 0.08
```
Forces are in eV/Å.

Mulliken atomic charge list, values in e, 2 entries: number 1, C, carries -1.0916; number 2, H, carries 0.2876



Entry 3:
This record from the Open Molecules 2025 dataset describes a cluster of 2 separate species, C27H36BBrINO10P3 in total. The level of theory is ωB97M-V with the def2-TZVPD basis set.

Calculated values
- 2S+1: 1
- Net charge: +1

```
80
Properties=species:S:1:pos:R:3:forces:R:3
C 4.255 2.080 0.263 -0.11 0.30 -0.05
C 2.900 2.324 -0.399 0.13 -0.15 0.10
C 1.813 1.386 0.156 -0.13 0.18 0.03
C 0.802 0.964 -0.886 0.15 -0.02 0.01
C 0.939 -0.275 -1.511 -0.13 0.17 -0.10
C 0.057 -0.686 -2.513 -0.04 0.11 0.26
C -1.020 0.100 -2.915 0.07 -0.07 -0.26
B -1.999 -0.541 -4.021 -0.10 -0.03 0.08
C -3.207 -1.420 -3.533 0.19 -0.05 0.29
O -1.731 -0.409 -5.357 -0.10 0.32 0.07
C -1.193 1.331 -2.253 0.44 0.19 0.08
P -2.616 2.443 -2.579 0.06 0.06 0.44
O -3.837 1.363 -2.763 -0.13 -0.12 -0.42
I -2.245 3.048 -4.927 -0.04 0.03 0.04
C -0.285 1.785 -1.261 -0.70 -0.28 -0.23
P -0.335 3.381 -0.331 1.37 0.52 0.19
C -1.314 3.097 1.201 -0.24 -0.32 0.02
C -1.061 4.802 -1.224 -0.47 -0.20 -0.13
C 0.302 -2.033 -3.118 0.13 -0.14 -0.02
O 0.197 -2.241 -4.302 -0.31 0.03 0.10
C 0.725 -3.077 -2.134 -0.11 -0.01 -0.06
C 0.276 -4.392 -2.151 0.24 0.03 -0.03
Br -0.923 -4.980 -3.476 -0.07 -0.06 -0.15
C 0.709 -5.300 -1.193 -0.05 -0.03 0.25
C 0.235 -6.728 -1.139 0.01 0.43 -0.34
P -1.424 -6.939 -0.459 0.32 -0.54 0.98
O -1.423 -7.515 0.893 -0.13 0.06 -0.22
O -2.106 -5.488 -0.481 -0.24 -0.04 -0.44
O -2.157 -7.838 -1.556 -0.07 0.33 -0.21
C 1.621 -4.859 -0.228 -0.01 -0.06 -0.02
O 2.019 -5.788 0.685 0.10 -0.05 -0.06
C 2.080 -3.543 -0.169 0.11 0.15 0.02
C 3.018 -3.121 0.934 0.65 -0.05 -0.84
C 4.501 -3.197 0.502 -1.12 0.59 1.96
C 5.560 -3.381 1.704 0.84 -0.84 -3.17
O 5.318 -2.166 0.690 0.59 -0.54 -0.52
C 1.615 -2.669 -1.145 -0.21 -0.07 0.05
C 2.032 -1.238 -1.171 0.24 0.07 -0.04
O 3.177 -0.908 -0.958 -0.12 -0.02 0.05
H 4.759 1.223 -0.174 0.03 -0.11 0.11
H 4.886 2.962 0.151 0.15 -0.06 -0.10
H 4.137 1.923 1.336 0.01 -0.10 0.05
H 2.975 2.171 -1.475 0.10 0.03 -0.06
H 2.598 3.358 -0.244 -0.12 0.02 -0.06
H 1.291 1.877 0.978 0.06 0.03 0.09
H 2.303 0.514 0.575 -0.05 -0.10 0.01
H -2.981 -2.475 -3.718 -0.05 -0.04 -0.16
H -3.389 -1.329 -2.462 -0.03 -0.04 0.06
H -4.121 -1.157 -4.064 -0.02 -0.10 -0.13
H -2.184 0.303 -5.815 0.01 -0.05 -0.15
H -3.990 0.857 -1.956 0.00 -0.06 0.01
H -2.078 3.855 1.361 -0.08 0.04 -0.17
H -0.619 3.151 2.037 0.00 0.03 0.06
H -1.777 2.111 1.243 -0.12 0.00 -0.13
H -0.616 4.828 -2.219 -0.01 0.01 -0.07
H -0.732 5.703 -0.708 0.11 -0.04 0.09
H -2.142 4.812 -1.322 -0.08 0.05 -0.04
H 0.287 -7.148 -2.142 -0.12 -0.18 0.02
H 0.862 -7.293 -0.459 0.07 -0.11 -0.05
H -2.920 -5.511 0.038 0.09 0.16 0.19
H -3.110 -7.701 -1.590 -0.04 -0.16 -0.05
H 2.900 -5.578 1.010 -0.03 0.01 0.14
H 2.874 -2.081 1.215 -0.19 -0.03 0.25
H 2.901 -3.779 1.786 -0.19 0.21 0.23
H 4.723 -3.786 -0.400 -0.14 -0.21 0.32
H 6.511 -3.017 2.083 -0.83 0.47 1.75
H 6.076 -4.171 1.091 0.46 0.38 -0.01
C -1.782 4.730 6.172 -0.11 0.04 0.04
C -2.354 5.166 4.872 0.28 -0.38 -0.07
O -2.068 4.838 3.777 -0.10 0.18 0.08
N -3.502 6.194 4.963 0.08 0.18 -0.24
C -3.067 7.550 4.458 -0.09 -0.01 0.12
H -1.129 3.882 5.988 0.06 0.02 -0.01
H -1.204 5.543 6.618 -0.03 0.01 0.02
H -2.571 4.440 6.868 0.01 0.04 0.02
H -3.888 6.260 5.905 -0.05 -0.01 -0.02
H -4.216 5.839 4.321 -0.15 0.01 0.17
H -2.236 7.899 5.064 0.02 -0.01 0.00
H -3.909 8.230 4.548 0.00 0.01 -0.02
H -2.775 7.437 3.419 0.06 -0.02 0.00
```
Forces are in eV/Å.

Mulliken atomic charge list, values in e, 2 entries: number 1, C, carries -1.3220; number 2, C, carries -0.3733



Number 1: maximum force 0.0222 hartree/bohr, highest occupied orbital energy -9.1 eV. Number 2: maximum force 0.0205 hartree/bohr, highest occupied orbital energy -8.7 eV. Number 3: maximum force 0.0659 hartree/bohr, highest occupied orbital energy -9.6 eV.